Formula: C4H9NO2S
Source: the Open Molecules 2025 dataset
Level of theory: wB97M-V/def2-TZVPD

XYZ file:
```
17
Properties=species:S:1:pos:R:3:lowdin_charge:R:1
S -0.416 -1.667 -0.026 0.94
O -0.268 -2.806 0.828 -0.42
O -1.873 -1.017 0.318 -0.33
N 1.863 -0.328 0.404 -0.19
C 2.182 0.281 -0.854 -0.16
C 0.488 -0.242 0.830 -0.32
C -3.501 0.579 -0.292 0.05
C -2.288 0.028 -0.419 -0.31
H -4.187 0.158 0.424 0.06
H -3.700 1.503 -0.779 0.05
H 1.905 1.277 -0.981 0.05
H 0.114 0.747 0.802 0.09
H 0.469 -0.366 1.849 0.07
H 1.605 -0.238 -1.771 0.11
H 2.092 -1.388 0.557 0.15
H 3.242 0.120 -1.040 0.08
H -1.516 0.420 -1.052 0.10
```

Properties
HOMO energy (eV): -8.59
Net charge: 0
Relative energy (zero: lowest compared OMol25 entry of this formula, charge and spin) (kJ/mol): 376.8

=====

Formula: C4H9NO2S
Source: the Open Molecules 2025 dataset
Level of theory: wB97M-V/def2-TZVPD

XYZ file:
```
17
Properties=species:S:1:pos:R:3:lowdin_charge:R:1
S -1.963 1.934 1.613 0.70
O 2.621 -1.803 0.024 -0.03
O -0.787 -0.156 -2.148 0.07
N 0.819 -0.291 0.027 -0.04
C 1.242 -1.660 -0.024 -0.33
C -0.580 0.030 0.212 -0.38
C -1.377 -0.307 -1.115 -0.20
C -0.661 1.566 0.398 -0.53
H 1.418 0.247 -0.579 0.12
H 0.309 1.866 0.810 0.07
H -0.678 2.015 -0.593 0.08
H -1.883 3.314 1.635 -0.12
H -2.425 -0.613 -0.968 0.12
H -0.884 -0.561 1.076 0.13
H 0.894 -2.198 0.885 0.13
H 0.808 -2.273 -0.848 0.12
H 3.127 -1.111 -0.405 0.09
```

Properties
HOMO energy (eV): -8.90
SMILES string: O=C[C@H](CS)NCO
Net charge: 0
Relative energy (zero: lowest compared OMol25 entry of this formula, charge and spin) (kJ/mol): 230.0

=====

Formula: C4H9NO2S
Source: the Open Molecules 2025 dataset
Level of theory: wB97M-V/def2-TZVPD

XYZ file:
```
17
Properties=species:S:1:pos:R:3:lowdin_charge:R:1
S 2.294 -1.871 0.301 0.32
O 0.522 2.195 0.164 -0.07
O -2.263 -0.618 0.575 0.01
N -0.056 0.149 1.185 0.12
C -1.201 0.605 -1.223 -0.03
C 0.965 1.189 0.852 -0.41
C -1.103 -0.011 0.243 -0.57
C -0.489 -0.661 -1.209 0.03
H -2.250 0.618 -1.488 0.12
H -1.024 -1.572 -1.472 0.13
H 3.054 -2.874 0.636 -0.35
H 0.592 -0.673 -1.201 0.03
H -2.051 0.634 0.690 0.26
H 1.805 0.634 0.305 0.10
H 0.481 -0.726 1.270 0.02
H -0.639 1.503 -1.471 0.11
H 1.364 1.477 1.843 0.17
```

Properties
HOMO energy (eV): -8.43
Net charge: 0
Relative energy (zero: lowest compared OMol25 entry of this formula, charge and spin) (kJ/mol): 1060.3

=====

Formula: C4H9NO2S
Source: the Open Molecules 2025 dataset
Level of theory: wB97M-V/def2-TZVPD

XYZ file:
```
17
Properties=species:S:1:pos:R:3:lowdin_charge:R:1
S -0.349 1.996 0.010 0.66
O 2.158 -1.126 0.167 -0.15
O 0.007 -0.718 -0.500 -0.17
N -1.406 -0.483 -0.081 -0.27
C -2.292 -1.607 -0.168 -0.11
C 2.690 0.176 -0.239 -0.13
C 0.856 -0.886 0.588 -0.35
C -1.573 0.890 0.167 -0.61
H 3.638 -0.168 -0.924 0.13
H -3.059 -1.444 1.079 0.18
H 2.211 0.712 -1.099 0.07
H 0.403 -1.953 0.981 0.17
H -3.077 -1.665 -1.202 0.14
H 3.033 0.922 0.455 0.07
H 1.014 0.039 1.277 0.12
H -1.481 -2.654 -0.038 0.16
H -2.661 0.975 0.462 0.09
```

Properties
HOMO energy (eV): -8.62
Net charge: 0
Relative energy (zero: lowest compared OMol25 entry of this formula, charge and spin) (kJ/mol): 772.5

=====

Formula: C4H9NO2S2
Source: the Open Molecules 2025 dataset
Level of theory: wB97M-V/def2-TZVPD

XYZ file:
```
18
Properties=species:S:1:pos:R:3:lowdin_charge:R:1
S 0.307 1.458 0.645 1.03
S -2.129 0.248 -0.338 0.83
O -3.514 0.092 -0.043 -0.46
O -1.519 1.279 0.783 -0.67
N 0.774 0.433 -0.417 -0.39
C 0.154 -1.636 0.676 -0.26
C 0.103 2.871 -0.562 -0.17
C 1.184 -0.899 -0.033 -0.35
C -1.210 -1.476 -0.033 -0.24
H 2.143 -0.909 0.423 0.10
H -2.011 -1.989 0.417 0.06
H -1.038 -1.652 -1.058 0.05
H 1.211 -1.278 -1.153 0.15
H -0.948 2.883 -0.778 0.04
H 0.263 -2.764 0.811 0.15
H 0.450 3.777 -0.293 0.00
H 0.019 -1.205 1.633 0.09
H 0.698 2.538 -1.379 0.04
```

Properties
HOMO energy (eV): -8.43
Net charge: 0
Relative energy (zero: lowest compared OMol25 entry of this formula, charge and spin) (kJ/mol): 376.6

=====

Formula: C4H9NO3
Source: the Open Molecules 2025 dataset
Level of theory: wB97M-V/def2-TZVPD

XYZ file:
```
17
Properties=species:S:1:pos:R:3:lowdin_charge:R:1
O -1.265 -0.834 -0.698 -0.08
O 0.095 -1.578 1.004 0.06
O 1.160 1.327 -1.068 0.01
N -2.149 -0.339 0.377 0.09
C 0.803 -1.825 -1.296 0.01
C 0.433 1.895 -0.258 -0.30
C -0.118 -1.407 -0.191 -0.52
C 0.710 1.929 1.214 -0.05
H 0.908 2.959 1.517 0.08
H -2.944 -0.970 0.270 0.09
H 0.811 -2.915 -1.369 0.09
H 0.477 -1.405 -2.252 0.09
H 1.807 -1.449 -1.087 0.09
H 1.575 1.304 1.447 0.09
H -0.163 1.551 1.751 0.07
H -0.475 2.427 -0.587 0.12
H -1.665 -0.671 1.223 0.06
```

Properties
HOMO energy (eV): -9.90
SMILES string: CC(=O)ON.CC=O
Net charge: 0
Relative energy (zero: lowest compared OMol25 entry of this formula, charge and spin) (kJ/mol): 250.4

=====

Formula: C4H9NO3
Source: the Open Molecules 2025 dataset
Level of theory: wB97M-V/def2-TZVPD

XYZ file:
```
17
Properties=species:S:1:pos:R:3:lowdin_charge:R:1
O -0.495 -2.503 -0.266 -0.09
O 0.129 -0.409 -1.822 -0.01
O -1.305 2.470 1.242 -0.24
N 1.359 -0.572 0.488 0.20
C -0.381 0.467 -0.773 -0.16
C 0.510 0.507 0.514 -0.32
C -0.072 -1.904 0.789 -0.21
C 0.486 1.634 -0.533 -0.02
H 0.620 -2.450 1.435 0.09
H 1.546 1.666 -0.844 0.13
H -0.811 -1.201 1.420 0.15
H 0.192 -1.297 -1.389 0.06
H -1.766 2.917 1.885 -0.10
H 0.087 0.779 1.498 0.15
H -1.439 0.599 -0.621 0.16
H 2.230 -0.237 0.179 0.10
H -0.067 2.541 -0.185 0.10
```

Properties
HOMO energy (eV): -8.97
Net charge: 0
Relative energy (zero: lowest compared OMol25 entry of this formula, charge and spin) (kJ/mol): 1099.8

=====

Formula: C4H9NO3
Source: the Open Molecules 2025 dataset
Level of theory: wB97M-V/def2-TZVPD

XYZ file:
```
17
Properties=species:S:1:pos:R:3:lowdin_charge:R:1
O -1.404 -0.049 -2.352 0.04
O 1.131 0.544 -1.604 -0.02
O 1.282 0.567 1.380 -0.01
N -1.036 0.178 1.390 0.09
C 0.243 0.020 0.606 -0.60
C 0.531 -1.462 0.379 0.00
C -1.301 0.525 -1.265 -0.16
C 0.081 0.846 -0.686 -0.29
H 1.973 0.831 0.741 0.11
H 0.620 -1.993 1.333 0.09
H -2.177 0.996 -0.783 0.13
H 0.710 -0.009 -2.299 0.10
H 1.488 -1.600 -0.138 0.09
H -1.032 1.102 1.823 0.09
H -0.255 -1.943 -0.211 0.09
H 0.129 1.923 -0.487 0.16
H -0.979 -0.475 2.173 0.08
```

Properties
HOMO energy (eV): -9.96
SMILES string: C[C@@](N)(O)[C@@H](O)C=O
Net charge: 0
Relative energy (zero: lowest compared OMol25 entry of this formula, charge and spin) (kJ/mol): 141.6

=====

Results for Kohn-Sham gap: 0.3451 0.3524 0.1601 0.3224 0.3179 0.3980 0.1709 0.3940 (in hartree, following the order of the records).
Results for LUMO energy: 0.805 0.688 -4.070 0.152 0.223 0.927 -4.320 0.762 (in eV, following the order of the records).